[1]
A single C24H25N3O5S2 molecule at a distorted geometry. Source: the Open Molecules 2025 dataset; level of theory: the ωB97M-V functional and the def2-TZVPD basis.

The geometry in ORCA input format:
```
! wB97M-V def2-TZVPD RIJCOSX def2/J DEFGRID3
* xyz 0 1
C -4.843 4.031 4.041
C -3.481 3.525 4.492
O -2.672 3.140 3.380
C -2.003 4.115 2.756
O -2.037 5.280 3.074
C -1.233 3.618 1.617
S -0.633 4.806 0.492
C -0.049 3.476 -0.494
N 0.617 3.717 -1.662
C 1.176 2.783 -2.514
O 1.705 3.137 -3.538
C 1.057 1.365 -2.060
C 1.917 0.866 -1.086
C 1.764 -0.432 -0.636
C 0.767 -1.224 -1.174
S 0.548 -2.900 -0.561
O -0.810 -3.285 -0.818
O 1.044 -2.947 0.782
N 1.505 -3.901 -1.467
C 2.929 -3.879 -1.240
C 3.663 -2.974 -2.231
C 3.301 -3.373 -3.661
C 1.787 -3.299 -3.846
C 1.098 -4.199 -2.818
C -0.070 -0.750 -2.163
C 0.077 0.550 -2.615
N -0.289 2.307 -0.015
C -0.932 2.345 1.178
C -1.159 1.063 1.840
C -1.546 -0.028 1.065
C -1.696 -1.276 1.638
C -1.447 -1.447 2.990
C -1.049 -0.368 3.764
C -0.902 0.883 3.196
H -4.726 4.941 3.457
H -5.457 4.247 4.910
H -5.338 3.279 3.431
H -2.958 4.301 5.061
H -3.575 2.618 5.093
H 0.706 4.684 -1.953
H 2.684 1.501 -0.669
H 2.384 -0.835 0.149
H 3.076 -3.555 -0.210
H 3.301 -4.906 -1.339
H 3.379 -1.933 -2.064
H 4.739 -3.064 -2.072
H 3.799 -2.712 -4.372
H 3.641 -4.393 -3.851
H 1.456 -2.267 -3.716
H 1.510 -3.623 -4.850
H 0.014 -4.092 -2.848
H 1.350 -5.247 -3.022
H -0.845 -1.396 -2.547
H -0.578 0.942 -3.378
H -1.729 0.117 0.011
H -1.983 -2.117 1.027
H -1.550 -2.424 3.437
H -0.840 -0.505 4.815
H -0.564 1.716 3.794
*
```

For the HOMO energy, the calculation gives -8.54 eV. The value obtained for the LUMO energy is -0.0022 Eh. The largest force on an atom is 1.5 eV/Å. As for the SMILES: CCOC(=O)c1sc(NC(=O)c2ccc(S(=O)(=O)N3CCCCC3)cc2)nc1-c1ccccc1.


[2]
A molecular structure, C24H25N6O4PtS. Source: the Open Molecules 2025 dataset; level of theory: the ωB97M-V functional and the def2-TZVPD basis.

The geometry in ORCA input format:
```
! wB97M-V def2-TZVPD RIJCOSX def2/J DEFGRID3
* xyz 1 3
Pt -0.471 -0.060 1.115
O 2.075 3.793 1.528
C 1.098 4.675 1.231
C 1.481 6.006 1.083
C 0.538 6.969 0.794
C -0.810 6.635 0.639
C -1.194 5.321 0.765
C -0.255 4.317 1.060
C -0.684 2.918 1.155
O 0.155 2.032 1.569
N -1.947 2.627 0.815
N -2.142 1.318 0.897
C -3.315 0.806 0.831
C -3.400 -0.628 1.055
C -4.582 -1.347 0.983
C -4.566 -2.701 1.273
C -3.371 -3.312 1.633
C -2.229 -2.543 1.673
N -2.245 -1.234 1.390
H 1.659 2.930 1.675
H 2.527 6.257 1.214
H 0.851 8.002 0.693
H -1.543 7.402 0.425
H -2.229 5.032 0.645
H -4.192 1.430 0.700
H -5.497 -0.838 0.704
H -5.481 -3.278 1.223
H -3.324 -4.364 1.880
H -1.269 -2.969 1.930
N 6.442 -0.604 -0.221
C 5.892 -0.008 0.848
S 6.743 0.764 2.015
C 4.391 -0.056 0.883
C 3.712 -0.191 2.088
C 2.340 -0.218 2.085
N 1.620 -0.119 0.946
C 2.267 0.027 -0.212
C 3.643 0.057 -0.282
H 7.446 -0.610 -0.298
H 5.912 -1.205 -0.829
H 4.265 -0.260 3.015
H 1.783 -0.317 3.004
H 1.662 0.129 -1.100
H 4.118 0.198 -1.244
O 1.785 -2.859 -1.488
C 0.618 -2.603 -1.532
O -0.114 -2.319 -0.426
C -0.220 -2.579 -2.814
N -1.538 -1.973 -2.533
C -2.611 -2.942 -2.867
C -1.920 -4.288 -2.693
C -0.532 -4.017 -3.278
H 0.356 -2.037 -3.558
H -1.663 -1.078 -2.981
H -0.988 -2.060 -0.838
H -2.948 -2.822 -3.899
H -3.467 -2.806 -2.208
H -2.446 -5.092 -3.205
H -1.848 -4.547 -1.633
H -0.577 -4.041 -4.367
H 0.234 -4.719 -2.957
*
```

The expectation value of S² is 2.01. For the HOMO energy (alpha / beta), the calculation gives -10.55 / -10.56 eV. The value obtained for the LUMO energy (alpha / beta) is -0.1365 / -0.1657 Eh. The largest force on an atom is 0.5 eV/Å.


| no. | E_tot (eV) |
| --- | --- |
| 1 | -61672.9013 |
| 2 | -56499.7944 |